This record from the Open Molecules 2025 dataset describes a single CH5BrN2 molecule at a distorted geometry. The level of theory is the ωB97M-V functional and the def2-TZVPD basis.

Calculated values
Energy relative to the best compared isomer or geometry (same formula, charge and spin)   0.955 eV
Structure (SMILES)   CNNBr
Gap between HOMO and LUMO   0.353 hartree
HOMO energy   -9.016 eV
E   -74138.004 eV
Total charge   0
Max |F|   5.36 eV Å⁻¹

The geometry in XYZ format:
```
9
Properties=species:S:1:pos:R:3:forces:R:3:lowdin_charge:R:1
C 0.4698 0.9125 -0.2007 0.3 0.8 -1.1 -0.188
N -0.5203 0.0190 -0.7306 -3.2 -0.7 4.2 -0.146
N -1.0194 -0.9308 0.4620 -0.2 0.8 -4.2 -0.506
Br 0.2519 -2.2236 0.7510 0.7 -0.5 0.7 0.621
H 1.2928 0.3509 0.1291 1.6 -0.7 0.8 0.010
H 0.8342 1.4974 -1.0859 -0.4 0.1 1.1 0.097
H 0.1199 1.5198 0.6720 -0.1 -0.3 -1.2 0.095
H -0.2010 -0.7415 -1.2606 1.1 -0.5 -1.4 0.020
H -1.2280 -0.4037 1.2637 0.3 1.0 1.3 -0.002
```
Forces are in eV/Å.


This record from the Open Molecules 2025 dataset describes 2 unconnected molecules or ions with the total composition CH5BrSi at a distorted geometry. The level of theory is the ωB97M-V functional and the def2-TZVPD basis.

Calculated values
Energy relative to the best compared isomer or geometry (same formula, charge and spin)   3.899 eV
Gap between HOMO and LUMO (alpha / beta)   0.302 / 0.288 hartree
HOMO energy (alpha / beta)   -8.974 / -7.805 eV
E   -79035.062 eV
Total charge   0
Max |F|   3.65 eV Å⁻¹

The geometry in XYZ format:
```
8
Properties=species:S:1:pos:R:3:forces:R:3:lowdin_charge:R:1
C 1.1496 1.0330 -0.6262 -3.0 0.7 -2.0 0.039
Si -1.0620 -1.4760 0.5593 0.9 1.0 2.3 0.225
Br 0.2273 -3.1222 1.4097 -0.4 0.2 -0.6 0.114
H 0.5704 1.8033 -0.1376 0.0 0.0 0.2 -0.037
H 2.0235 0.7375 -0.1593 1.6 -0.8 0.4 -0.054
H 0.8190 0.8906 -1.7043 1.0 -0.2 1.6 0.013
H -1.6890 -1.5429 -0.7242 -0.5 -0.6 -0.7 -0.172
H -1.9484 -1.1487 1.7822 0.3 -0.2 -1.2 -0.128
```
Forces are in eV/Å.